Molecular formula: C29H52ClIN3O20P3S2
Method: DFT, the ωB97M-V functional and the def2-TZVPD basis

For the orbital gap, the calculation gives 1.430 eV. As for the total energy: -146489.2145 eV. Its total charge is -2. The spin multiplicity is 1.

Geometry as XYZ:
```
111
Properties=species:S:1:pos:R:3:forces:R:3:mulliken_charge:R:1
I 2.859 -1.346 4.040 0.231 -0.070 -0.060 0.0011
Cl 3.712 7.984 -0.613 -0.593 -0.353 -0.328 -0.2274
S 3.053 3.832 1.978 -1.890 5.985 2.016 1.5434
S 2.627 7.041 -2.119 0.498 0.217 -2.850 1.0928
P -4.396 -2.120 -3.129 2.507 -7.980 3.735 0.9301
P 4.336 0.656 -0.883 0.486 0.781 -5.493 0.1230
P -10.648 -6.289 -1.014 7.765 -5.738 -1.314 0.9783
O 4.429 3.097 2.366 -1.591 -0.727 -0.921 -0.4918
O -0.576 1.914 1.425 4.017 -0.084 -0.710 -0.6994
O 3.610 1.430 -1.919 -0.296 -0.161 1.382 -0.8590
O -11.505 -6.982 -2.316 -2.311 2.391 1.497 -0.2784
O 2.611 4.572 3.179 0.914 -3.079 0.106 -0.7928
O 6.447 4.036 0.657 0.122 -2.061 1.848 -0.8047
O -9.350 -6.248 -1.793 -0.989 1.522 -0.060 -0.6154
O -5.257 -2.715 -4.473 -0.314 3.446 0.117 -0.2812
O 4.999 3.624 -0.837 -1.210 -3.531 1.993 -0.6531
O 0.098 3.279 2.931 2.501 0.390 -0.113 -0.6474
O 4.094 -0.929 -1.479 0.840 0.491 1.555 -0.5314
O 5.975 0.799 -1.321 -1.354 -0.757 1.408 -0.5028
O 3.127 4.957 1.025 0.781 -3.027 -0.843 -0.5853
O 2.218 8.071 -3.085 0.048 -0.585 1.761 -0.6844
O 3.496 6.045 -2.707 -0.926 0.502 1.311 -0.4889
O -3.691 -1.256 -1.857 -1.814 1.793 -2.582 -0.0909
O -9.929 -5.577 0.349 -3.350 1.170 -0.515 -0.2319
O -10.748 -7.694 -0.171 -1.082 0.677 0.176 -0.3268
O -3.238 -3.073 -3.282 0.012 1.441 -0.826 -0.6668
O -5.497 -2.727 -2.079 -0.362 1.040 -0.618 -0.3298
N 4.274 -1.723 1.142 0.001 -0.004 -0.568 -0.1897
N 0.712 -0.518 2.022 0.846 0.050 -0.342 0.2499
N 10.414 2.393 0.075 -0.014 0.481 -0.323 -0.7483
C 5.044 2.207 1.346 1.582 0.151 1.158 0.4002
C 1.570 -0.028 1.098 -1.738 -1.729 -1.899 -0.0306
C 1.115 6.362 -1.338 -0.666 -0.405 0.295 -0.7956
C 1.665 2.833 -0.073 -0.535 1.351 -1.206 -1.0430
C -4.447 -0.124 -1.406 -0.057 0.385 0.441 -0.6245
C 0.674 1.005 4.767 -0.566 1.140 0.591 -1.3030
C 2.893 0.681 3.211 0.664 1.565 0.625 -1.5492
C -10.818 -5.300 1.438 -0.040 0.047 0.391 -0.6569
C 6.357 1.858 2.194 0.234 0.317 0.288 -2.1675
C 8.933 1.943 2.111 0.509 -0.279 -1.403 -0.8459
C -4.728 -2.302 -5.734 0.145 -0.081 -0.277 -0.7523
C 4.905 -0.432 1.388 0.973 -0.888 0.566 -1.9733
C 1.941 2.447 1.444 -0.461 -0.607 -1.962 1.6945
C 0.289 -1.408 -0.682 -0.205 0.308 3.378 -1.1620
C 2.641 0.981 1.631 -0.368 -0.090 0.350 1.2643
C 4.125 0.916 0.953 0.580 -1.396 0.366 2.3108
C -11.835 -6.061 -3.358 0.041 0.089 -0.340 -0.7234
C 0.446 2.537 1.989 -5.676 -0.129 1.487 -0.3079
C -11.278 -8.893 -0.719 -0.231 -0.339 0.194 -0.5646
C 1.332 -0.457 -0.270 -0.511 -0.211 -0.182 0.8120
C 2.101 1.484 4.296 -0.632 -0.376 1.759 -0.0284
C 0.588 4.011 -0.233 0.792 0.488 -1.191 -1.1705
C 0.896 4.807 -1.596 -0.721 0.203 0.178 -0.6761
C 5.505 3.259 0.282 1.595 5.316 -3.651 0.0810
C 7.609 1.387 1.390 1.556 -0.469 0.950 -0.4024
C -0.558 -1.954 0.392 2.836 2.644 -0.111 -0.7504
C -6.547 -3.602 -2.472 -0.405 -0.053 0.157 -0.5988
C 9.650 3.014 1.186 -0.223 0.695 1.318 -0.4593
C -0.224 -1.387 1.723 -1.864 -1.880 -1.867 -0.5655
H -11.184 -9.676 0.036 0.115 0.221 0.103 0.2700
H -4.711 -1.213 -5.798 0.014 -0.048 -0.215 0.3123
H 5.890 -0.509 0.834 -0.942 0.835 0.583 0.0787
H 5.196 -0.466 2.466 -0.298 0.648 -0.766 0.8549
H -0.448 3.620 -0.354 0.876 0.160 0.707 0.4761
H 0.138 -1.696 -1.743 0.258 0.357 0.859 0.4858
H -0.102 0.948 3.969 0.823 -0.161 0.504 0.1596
H -3.890 0.372 -0.612 0.149 -0.102 -0.103 0.2230
H 6.704 2.796 2.714 -0.881 -0.589 -1.139 0.6978
H -7.103 -3.891 -1.579 0.206 0.113 0.057 0.2534
H 1.126 6.632 -0.254 0.363 -0.411 -0.822 0.4784
H 6.114 1.229 3.102 0.179 0.072 -1.255 0.3982
H -5.415 -0.438 -1.010 0.012 -0.055 -0.031 0.2744
H 3.963 0.947 3.451 -1.193 -0.314 -0.622 0.1424
H -4.598 0.581 -2.226 0.034 0.139 0.151 0.2728
H 2.713 1.376 5.249 -0.329 0.073 -1.128 0.6030
H -1.383 -2.675 0.223 0.718 0.627 0.210 0.4281
H 11.164 3.048 -0.168 -0.313 -0.387 0.084 0.2345
H 2.551 3.250 -0.615 -0.243 -0.819 0.847 0.2496
H -11.254 -6.222 1.826 0.008 -0.011 -0.028 0.2785
H -6.153 -4.506 -2.936 0.011 0.077 -0.111 0.2733
H 0.672 4.775 0.576 -0.336 -0.939 -0.350 0.5036
H 2.013 2.588 4.172 0.267 -0.862 -0.696 0.1733
H 0.665 0.104 5.431 0.226 0.464 -0.877 0.3699
H -12.338 -8.772 -0.947 0.087 -0.110 -0.150 0.2490
H -5.374 -2.691 -6.522 -0.072 -0.008 0.139 0.2237
H -11.615 -4.626 1.114 0.015 0.074 0.206 0.2838
H -0.033 4.753 -2.238 0.962 0.035 0.536 0.3578
H 10.402 3.570 1.823 -0.636 -0.604 -0.565 0.4381
H 4.488 -2.440 1.820 -0.442 0.468 0.003 0.3657
H 1.911 -0.024 -1.106 -0.318 -0.284 0.681 0.1699
H -10.253 -4.820 2.235 0.093 0.014 -0.143 0.2521
H -12.420 -6.588 -4.111 0.008 -0.080 0.135 0.2328
H 0.255 6.931 -1.790 1.201 -0.275 0.222 0.4044
H -10.929 -5.668 -3.822 0.025 -0.015 0.104 0.3078
H 3.360 -1.776 0.722 0.080 -0.007 0.192 0.2426
H 9.680 1.098 2.189 -0.714 0.813 0.163 0.4150
H 6.419 -0.057 -1.190 -0.145 0.377 0.113 0.3592
H -12.432 -5.238 -2.959 -0.063 0.006 -0.210 0.3089
H 1.710 4.347 -2.206 -0.389 0.498 0.700 0.5795
H -7.234 -3.087 -3.143 0.018 -0.201 -0.078 0.2607
H -3.720 -2.696 -5.874 -0.001 0.033 0.104 0.3164
H -10.724 -9.200 -1.605 -0.064 0.111 -0.061 0.2416
H 4.463 -0.906 -2.382 -0.360 0.374 0.511 0.3700
H 7.767 0.268 1.364 -0.611 0.992 0.020 0.3649
H -0.885 -1.775 2.546 0.840 0.665 -0.512 0.2742
H 7.681 1.745 0.338 -0.677 -0.142 0.855 0.3049
H 9.847 2.349 -0.780 0.042 -0.044 0.549 0.2665
H 1.242 2.032 -0.714 0.520 0.093 0.964 0.2022
H 8.735 2.348 3.133 0.053 -0.238 -0.853 0.4383
H 8.914 3.790 0.841 0.380 -0.843 0.287 0.2716
H 0.312 1.843 5.442 0.363 -0.782 -0.719 0.4040
```
Forces are in eV/Å.

Molecular formula: C22H34ClCuN6O4
Method: DFT, the ωB97M-V functional and the def2-TZVPD basis

For the orbital gap (spin up / spin down), the calculation gives 6.021 / 6.227 eV. As for the total energy: -97656.9303 eV. Its total charge is -1. The spin multiplicity is 2.

Geometry as XYZ:
```
68
Properties=species:S:1:pos:R:3:forces:R:3:lowdin_spin:R:1
Cu -1.874 -0.113 0.213 0.619 0.344 0.965 0.2450
Cl -3.329 -0.016 1.954 -0.989 0.331 0.374 0.0281
O 1.742 -0.584 -3.223 -0.890 0.547 -0.963 0.0001
O 2.905 -1.121 0.269 1.028 0.874 -1.069 0.0000
O -0.186 -2.279 3.569 0.141 -0.228 0.389 0.0000
O -1.084 -2.011 0.542 0.855 -0.657 -0.385 0.0115
N 1.163 1.387 4.691 0.221 0.657 -1.958 0.0000
N 0.436 -3.684 0.340 -0.368 0.102 0.056 0.0016
N -0.208 0.893 0.445 1.531 0.937 1.678 0.0107
N 1.189 1.833 2.246 -0.165 0.151 -0.095 0.0002
N -1.140 -0.698 4.930 0.254 -0.413 0.228 0.0001
N 3.552 0.964 -0.412 0.287 -0.290 -0.175 0.0000
C 1.141 1.566 3.529 -0.078 -0.456 1.940 0.0000
C 3.227 -0.330 -0.634 -0.720 -0.603 0.710 0.0000
C 1.743 -4.072 -0.158 -0.194 0.084 -0.081 0.0002
C -0.242 -0.945 6.035 0.304 0.216 0.040 0.0000
C -3.618 0.871 -1.331 0.057 0.819 0.081 -0.0066
C -3.039 -1.577 -1.832 -0.032 -1.293 0.376 0.0884
C 0.481 3.501 -2.842 0.240 0.095 0.083 0.0004
C -1.047 -1.439 3.799 -0.683 0.404 -0.658 0.0003
C 0.495 4.126 -4.091 -0.183 -0.278 0.324 0.0001
C 0.579 1.370 -3.951 0.128 0.170 0.247 0.0000
C -2.037 0.429 5.067 -0.271 -0.020 -0.307 0.0009
C 3.605 1.933 -1.494 0.287 -0.257 0.057 0.0000
C 0.395 3.357 -5.255 0.206 0.706 0.093 0.0000
C 0.419 1.291 1.373 -0.993 -0.596 -1.670 0.0016
C 3.997 1.382 0.911 -0.286 0.235 0.084 0.0000
C 0.828 -0.090 -3.864 -0.050 -0.755 1.125 0.0002
C 0.438 1.978 -5.201 0.132 -0.272 0.486 0.0000
C -4.923 1.624 -1.478 -0.230 -0.263 0.164 0.0139
C -0.536 -4.728 0.650 0.212 0.009 -0.092 0.0001
C 0.542 2.120 -2.760 0.081 -0.716 -0.220 0.0005
C -3.246 -0.368 -0.977 -0.612 0.554 -3.574 0.5247
C 0.068 -2.393 0.287 -0.580 0.174 0.211 0.0020
H -5.092 1.916 -2.518 0.164 0.037 -0.113 -0.0048
H -0.798 -0.876 6.976 -0.040 -0.081 -0.036 0.0000
H -1.857 -1.207 3.058 0.727 -0.149 0.639 0.0003
H -4.831 2.544 -0.899 -0.102 0.072 0.004 -0.0038
H 2.141 -4.867 0.482 0.082 0.139 -0.151 0.0000
H -0.919 -5.198 -0.266 -0.036 0.175 -0.002 0.0000
H -5.831 1.126 -1.144 0.151 -0.336 0.122 0.0010
H 0.552 -0.185 6.040 -0.158 -0.378 0.116 0.0000
H 3.227 -0.640 -1.702 -0.054 0.337 0.615 0.0000
H -1.481 1.377 5.126 -0.039 -0.267 -0.032 0.0000
H 0.043 -0.750 -4.296 0.362 0.091 -0.294 0.0001
H -3.559 -2.431 -1.370 0.371 -0.127 -0.358 0.0181
H 0.325 3.847 -6.216 0.082 0.079 -0.066 0.0000
H 4.639 2.245 -1.686 -0.043 0.019 -0.006 0.0000
H 0.186 -1.942 5.926 0.016 0.101 0.007 0.0000
H 1.639 -4.442 -1.192 0.241 -0.040 0.234 0.0001
H 4.882 2.018 0.791 -0.025 -0.117 0.017 0.0000
H 0.583 1.600 -1.787 -0.061 0.339 -0.544 0.0000
H -2.815 1.607 -1.499 0.217 -0.040 0.325 0.0345
H -1.965 -1.814 -1.890 -0.182 -0.222 0.436 0.0252
H 0.888 -1.708 -0.008 -0.466 -0.227 0.244 0.0000
H 0.455 1.385 -6.116 -0.132 0.109 0.226 0.0000
H 4.245 0.490 1.495 -0.101 0.222 -0.106 0.0000
H -1.373 -4.333 1.233 0.323 0.091 -0.146 0.0000
H 0.607 5.207 -4.117 -0.301 -0.152 -0.243 0.0000
H 3.187 1.490 -2.402 0.080 0.086 0.178 0.0000
H -3.286 -1.526 -2.908 -0.651 0.500 0.566 0.0040
H 3.212 1.944 1.435 0.330 -0.202 -0.121 0.0000
H -2.620 0.317 5.992 -0.024 0.032 -0.147 0.0000
H -2.701 0.447 4.189 0.202 0.121 0.467 0.0010
H 0.487 4.068 -1.907 -0.012 -0.030 -0.415 0.0000
H 3.027 2.828 -1.238 -0.007 -0.178 0.000 0.0000
H -0.034 -5.519 1.211 -0.007 0.121 0.135 0.0000
H 2.399 -3.188 -0.135 -0.170 -0.438 -0.016 0.0000
```
Forces are in eV/Å.

Molecular formula: C4H11NS
Method: DFT, the ωB97M-V functional and the def2-TZVPD basis

For the orbital gap, the calculation gives 9.449 eV. As for the total energy: -16650.3050 eV. The spin multiplicity is 1.

Geometry as XYZ:
```
17
Properties=species:S:1:pos:R:3:forces:R:3:mulliken_charge:R:1
S 1.212 -1.423 -0.791 0.216 0.388 -0.185 -0.0719
N -0.958 1.549 2.250 -1.015 -0.267 0.584 -0.3589
C 1.782 -0.396 -2.197 -0.014 0.288 -0.021 -0.7856
C -2.127 1.661 2.734 0.394 0.414 1.473 -0.2156
C -0.709 2.064 0.931 -0.534 0.054 -1.134 -0.4301
C -0.459 -1.932 -1.339 0.754 0.901 0.055 -0.6811
H 2.813 -0.034 -1.962 -0.870 -0.366 -0.092 0.2930
H 1.128 0.508 -2.360 0.608 -1.029 0.049 0.2489
H -1.191 -1.191 -0.968 0.174 -0.578 -0.355 0.2002
H -0.575 -2.905 -0.869 -0.425 -0.017 -0.254 0.2729
H -2.993 2.180 2.264 0.536 -0.330 -0.203 0.2169
H 0.187 2.692 0.961 -0.079 -0.155 -0.028 0.2350
H -2.303 1.391 3.829 0.285 -0.034 -1.572 0.2312
H 1.839 -1.058 -3.086 -0.113 0.677 0.339 0.2732
H -0.512 1.229 0.194 -0.192 0.818 0.863 0.0078
H -0.428 -1.974 -2.439 -0.351 -0.236 0.468 0.2522
H -1.567 2.700 0.576 0.627 -0.528 0.010 0.3120
```
Forces are in eV/Å.

Molecular formula: C18H35N3O2
Method: DFT, the ωB97M-V functional and the def2-TZVPD basis

For the orbital gap, the calculation gives 3.824 eV. As for the total energy: -27792.2785 eV. Its total charge is -2. The spin multiplicity is 1.

Geometry as XYZ:
```
58
Properties=species:S:1:pos:R:3:forces:R:3:mulliken_charge:R:1
O -1.022 0.365 -1.241 -0.218 -0.687 0.859 -0.7405
O 2.660 -0.246 -1.188 2.041 -2.014 0.849 -0.7837
N 1.099 1.157 -3.954 -0.363 -1.092 -0.305 -0.6617
N -0.830 3.139 1.072 -1.408 1.657 0.752 -0.2555
N 2.011 1.205 1.834 -0.574 2.546 -1.190 -0.3377
C -1.629 3.906 1.441 0.689 -1.489 -0.110 0.1275
C -3.109 0.501 -0.187 -0.466 -0.657 2.090 -1.4166
C -0.501 -3.336 -4.558 -0.151 -0.017 -0.069 -1.2063
C 2.256 0.306 2.468 0.862 -2.679 1.882 0.0052
C -1.127 -1.109 0.722 0.231 1.063 0.590 -0.6467
C -4.048 4.659 1.325 -0.777 -0.625 -1.498 -0.3594
C -1.837 -0.360 -0.413 0.433 1.418 -2.969 0.5303
C -2.695 4.821 1.924 1.582 0.462 0.115 -0.4608
C 2.586 -0.955 3.196 -0.044 1.079 -1.070 -0.0726
C -0.551 -1.795 -4.500 0.661 -0.598 0.173 -0.5612
C 2.938 -2.680 -1.158 -0.730 -1.392 0.055 -1.1587
C 0.551 -1.330 -3.523 -0.862 -1.578 -0.391 0.6144
C -4.087 4.382 -0.207 -0.933 0.002 0.548 -0.8571
C 3.590 -1.304 -1.308 -2.729 1.233 -1.205 0.5865
C 4.825 -1.351 -0.436 -0.854 1.479 0.745 -1.1952
C 2.162 -0.915 4.654 -0.237 -0.094 -0.362 -0.5943
C 0.830 0.055 -3.726 0.532 2.259 0.901 -0.1955
C 0.690 -0.629 4.859 -0.628 0.028 0.050 -1.0661
H -0.684 -0.424 1.444 -0.277 0.449 0.375 0.0655
H 0.332 -1.118 5.765 0.047 0.469 0.416 0.3190
H 4.428 -1.421 0.577 0.264 -0.381 0.491 -0.1622
H -1.775 -1.818 1.237 -0.086 -0.298 0.118 0.4934
H -0.212 -1.565 0.343 -0.284 -0.372 -0.517 -0.1069
H 3.955 -1.191 -2.329 0.629 -0.555 -0.937 0.0500
H -1.070 -3.745 -5.393 -0.011 -0.033 -0.151 0.3500
H 5.481 -2.181 -0.698 0.338 0.258 0.051 0.5059
H 0.558 0.453 4.869 -0.375 -0.077 0.231 0.3218
H -0.325 -1.337 -5.463 -0.190 -0.261 -0.306 0.3936
H -2.296 -1.165 -0.987 -0.405 -1.451 -0.657 -0.1771
H -3.481 1.032 -1.064 0.786 0.118 -0.057 0.2683
H 2.421 -3.161 -1.988 -0.094 0.617 -0.761 0.2387
H -3.473 5.045 -0.816 0.199 -0.238 0.100 0.3185
H 2.101 -1.684 2.546 0.032 -0.570 0.422 0.2258
H -1.527 -1.436 -4.174 0.046 0.042 0.078 0.2608
H 1.459 -1.885 -3.755 0.194 0.049 -0.039 0.2851
H 5.180 -0.323 -0.507 0.938 -0.163 -0.030 0.4193
H -3.960 -0.105 0.125 -0.516 -0.714 0.099 0.4893
H 3.626 -3.481 -0.886 0.608 -0.158 0.298 0.4374
H 2.155 -2.711 -0.400 0.026 0.548 0.444 0.1048
H -2.767 4.857 3.011 0.172 -0.579 0.144 0.2938
H -0.864 -3.843 -3.664 -0.372 0.402 0.258 0.3039
H 2.714 -0.085 5.094 0.213 -0.203 0.330 0.2565
H 3.668 -1.066 3.125 0.010 -0.230 -0.137 0.2900
H -2.319 5.823 1.716 0.006 0.210 -0.354 0.2632
H 2.414 -1.844 5.166 0.320 -0.043 -0.124 0.3910
H 0.001 -1.016 4.107 0.385 -0.052 -0.484 0.2578
H -4.590 5.575 1.562 -0.263 -0.019 -0.016 0.2953
H 0.522 -3.709 -4.606 0.206 0.194 -0.437 0.3148
H -2.989 1.113 0.706 0.252 0.905 -0.175 0.1799
H -4.581 3.811 1.756 0.019 0.076 0.355 0.2656
H -5.122 4.495 -0.529 -0.226 0.516 -0.051 0.3850
H 0.218 -1.700 -2.553 0.378 1.140 0.477 0.0446
H -3.962 3.323 -0.434 0.977 0.098 0.104 0.0629
```
Forces are in eV/Å.